A 2-piece molecular cluster, C6H7FNO3S overall at a distorted geometry. Source: the OMol25 dataset; level of theory: ωB97M-V/def2-TZVPD.

Last column: natural (NBO) charge in e.
Geometry (Å):
C -0.277 -0.183 -0.789  -0.146
C 0.994 -0.734 1.437  0.105
C -0.271 -0.981 -1.888  -0.067
C 0.273 0.081 0.613  -0.033
C 0.548 -3.188 -1.611  -0.106
C -0.271 1.412 1.038  -0.662
N 0.298 -2.166 -2.287  -0.364
O -0.917 -2.727 0.621  -0.905
O 0.997 -4.338 0.791  -0.929
O 1.502 -1.963 0.967  -0.692
F 0.654 4.223 -0.441  -0.981
S 0.396 -3.095 0.271  2.195
H -0.940 0.548 -1.053  0.218
H 0.979 -0.570 2.585  0.208
H -0.809 -0.694 -2.682  0.193
H 1.018 -4.133 -2.017  0.228
H 0.034 1.482 2.046  0.194
H -1.270 1.386 0.960  0.201
H 0.281 2.280 0.592  0.342

Net charge: -1
HOMO in eV: -3.8
Relative energy (zero: lowest compared OMol25 entry of this formula, charge and spin) in kJ/mol: 413.99
Orbital gap in Ha: 0.2025
LUMO energy in eV: 1.700

C5H9N4O as an isolated structure at a distorted geometry. Source: the OMol25 dataset; level of theory: ωB97M-V/def2-TZVPD.

Last column: natural (NBO) charge in e.
Geometry (Å):
C 3.956 1.713 -0.420  -0.306
C 2.820 0.912 -0.536  -0.219
C 3.787 2.420 0.765  0.170
C 1.967 1.208 0.503  0.138
C 0.588 0.764 0.922  0.345
N -0.063 0.976 1.965  -0.656
N -3.113 -1.855 -0.726  -0.946
N -0.284 -0.061 -0.088  -0.004
N -1.195 -0.592 0.476  -0.308
O 2.606 2.105 1.300  -0.375
H 4.853 1.638 -1.043  0.253
H 2.714 -0.015 -1.135  0.246
H 4.302 3.214 1.046  0.206
H 0.273 1.538 2.762  0.410
H -3.775 -1.255 -0.954  0.401
H -3.053 -2.657 -1.344  0.428
H -3.398 -2.412 0.186  0.414
H -2.099 -1.216 -0.283  0.417
H -1.365 -0.468 1.492  0.386

Net charge: +1
HOMO in eV: -12.1
Relative energy (zero: lowest compared OMol25 entry of this formula, charge and spin) in kJ/mol: 374.07
Orbital gap in Ha: 0.2790
LUMO energy in eV: -4.506

C20H32BF4N6O9P3SW as an isolated structure at a distorted geometry. Source: the OMol25 dataset; level of theory: ωB97M-V/def2-TZVPD.

Last column: Löwdin charge in e.
Geometry (Å):
W -0.414 -0.181 -1.398  1.722
C 2.797 -3.393 -1.793  0.013
C 1.906 -2.216 -2.013  -0.221
N 1.152 -1.676 -1.086  -0.065
N 1.132 -2.260 0.157  0.119
C -0.020 -2.083 0.750  -0.385
O -0.989 -1.471 0.141  -0.214
C -0.214 -2.641 2.096  -0.146
C 0.854 -3.165 2.824  -0.021
C 0.647 -3.618 4.113  -0.077
C -0.624 -3.592 4.672  -0.078
C -1.691 -3.093 3.942  -0.070
C -1.491 -2.612 2.660  -0.033
C 1.820 -1.571 -3.304  -0.200
C 2.670 -1.890 -4.373  0.019
C 2.470 -1.298 -5.599  -0.025
C 1.421 -0.390 -5.737  -0.018
C 0.657 -0.084 -4.629  -0.141
N 0.841 -0.631 -3.422  -0.014
H 2.565 -3.849 -0.835  0.077
H 3.832 -3.049 -1.782  0.103
H 2.668 -4.123 -2.591  0.095
H 1.830 -3.199 2.365  0.109
H 1.478 -3.993 4.693  0.102
H -0.774 -3.956 5.678  0.103
H -2.679 -3.069 4.376  0.108
H -2.308 -2.202 2.087  0.093
H 3.489 -2.574 -4.220  0.120
H 3.113 -1.528 -6.435  0.116
H 1.216 0.090 -6.680  0.112
H -0.119 0.675 -4.671  0.053
O -4.653 0.291 -0.942  -0.070
P -3.359 -0.439 -0.371  0.296
O -3.466 -0.647 1.064  -0.219
O -2.181 0.369 -0.946  -0.545
O -3.330 -1.815 -1.261  -0.209
P -2.589 -1.866 -2.681  0.259
O -2.909 -0.386 -3.290  -0.177
O -3.059 -2.923 -3.559  -0.215
O -1.095 -1.743 -2.369  -0.372
H -4.548 0.642 -1.827  0.076
H -3.346 -0.485 -4.142  0.095
F 3.188 0.928 -3.046  0.193
B 3.295 0.845 -1.704  -1.280
F 3.832 1.922 -1.112  0.202
F 3.848 -0.323 -1.288  0.182
F 1.816 0.754 -1.198  -0.146
C -2.274 3.216 0.006  -0.139
N -0.973 3.349 0.655  -0.273
C -0.121 4.291 -0.074  -0.099
P -0.242 2.011 1.337  0.670
O -0.016 0.777 0.452  -0.406
N 1.225 2.553 1.877  -0.309
C 1.234 3.589 2.887  -0.108
C 2.475 1.843 1.710  -0.080
N -1.088 1.667 2.744  -0.273
C -0.541 0.539 3.486  -0.081
C -2.526 1.809 2.921  -0.089
H -2.146 3.161 -1.080  0.017
H -2.884 4.089 0.254  0.096
H -2.778 2.310 0.333  0.053
H 0.061 3.960 -1.099  0.030
H 0.829 4.408 0.434  0.070
H -0.638 5.250 -0.099  0.092
H 0.244 4.035 2.933  0.077
H 1.968 4.362 2.645  0.090
H 1.482 3.177 3.869  0.088
H 2.307 0.960 1.098  0.069
H 2.883 1.537 2.678  0.089
H 3.212 2.470 1.204  0.089
H 0.495 0.368 3.195  0.082
H -1.102 -0.380 3.309  0.069
H -0.569 0.771 4.555  0.095
H -2.837 2.785 2.560  0.073
H -2.729 1.756 3.992  0.091
H -3.099 1.026 2.417  0.061
S -0.536 1.830 -2.516  0.429

HOMO (spin up / spin down) in eV: -8.7 / -8.7
Relative energy (zero: lowest compared OMol25 entry of this formula, charge and spin) in kJ/mol: 38.74
Orbital gap (spin up / spin down) in Ha: 0.2490 / 0.2460
LUMO energy (spin up / spin down) in eV: -1.937 / -1.991

C37H39N8O2STi as an isolated structure at a distorted geometry. Source: the OMol25 dataset; level of theory: ωB97M-V/def2-TZVPD.

Last column: Löwdin charge in e.
Geometry (Å):
Ti -0.267 -0.352 -0.778  1.080
C -1.413 5.988 -3.688  -0.018
C -1.147 4.744 -2.878  -0.217
C -1.135 4.777 -1.482  0.066
C -0.878 3.652 -0.699  -0.142
C -0.753 3.808 0.813  -0.372
N 0.507 4.250 1.183  -0.013
C 1.736 3.961 0.465  -0.157
C 2.287 2.539 0.650  -0.140
C 3.096 2.056 -0.567  -0.105
N 4.302 1.318 -0.147  0.116
C 4.500 0.099 0.225  0.054
C 3.715 -1.113 0.329  -0.066
C 4.471 -2.166 0.885  0.057
C 4.001 -3.450 1.081  -0.220
C 4.870 -4.547 1.644  -0.011
C 2.707 -3.687 0.654  0.064
C 1.902 -2.687 0.094  -0.104
C 0.687 -3.132 -0.572  -0.017
N -0.177 -2.402 -1.191  -0.059
C -1.127 -3.069 -2.110  -0.135
C -1.200 -2.339 -3.478  -0.123
C -0.140 -1.267 -3.723  -0.160
N -0.333 -0.079 -2.853  -0.044
C -0.460 1.085 -3.418  -0.001
C -0.674 2.368 -2.756  -0.107
C -0.909 3.524 -3.502  0.050
C -0.645 2.473 -1.363  -0.247
O -0.383 1.355 -0.677  -0.208
C 2.378 -1.370 -0.043  -0.219
O 1.586 -0.453 -0.579  -0.151
H -1.432 6.877 -3.059  0.089
H -2.374 5.920 -4.200  0.099
H -0.646 6.127 -4.450  0.096
H -1.326 5.722 -0.981  0.146
H -1.526 4.472 1.187  0.109
H 0.598 4.663 2.096  0.143
H 2.468 4.695 0.799  0.139
H 1.572 4.149 -0.599  0.121
H 1.461 1.850 0.794  0.060
H 2.903 2.487 1.549  0.122
H 3.450 2.889 -1.172  0.140
H 2.500 1.409 -1.194  0.106
H 5.126 1.901 -0.067  0.179
H 5.526 -0.053 0.539  0.153
H 5.494 -1.955 1.181  0.137
H 5.655 -4.148 2.284  0.092
H 5.352 -5.099 0.835  0.103
H 4.285 -5.258 2.224  0.093
H 2.304 -4.693 0.735  0.145
H 0.580 -4.215 -0.632  0.151
H -2.113 -3.092 -1.652  0.109
H -0.818 -4.101 -2.253  0.127
H -2.182 -1.888 -3.608  0.105
H -1.097 -3.079 -4.269  0.130
H -0.178 -0.964 -4.768  0.129
H 0.857 -1.662 -3.535  0.130
H -0.417 1.126 -4.507  0.151
H -0.917 3.465 -4.587  0.142
N 0.678 1.843 3.275  0.112
C -0.149 1.218 2.407  -0.702
S -1.527 2.187 1.810  0.976
N 0.135 -0.015 2.102  0.052
N -0.716 -0.608 1.166  -0.093
C -1.763 -1.290 1.523  -0.127
C -1.991 -1.844 2.853  -0.163
C -0.908 -2.436 3.519  -0.020
C -1.095 -3.034 4.749  -0.040
C -2.354 -3.025 5.344  -0.025
C -3.424 -2.408 4.710  -0.034
C -3.248 -1.824 3.469  -0.024
C -2.752 -1.393 0.405  -0.185
C -3.954 -2.055 0.474  0.033
C -4.898 -1.847 -0.534  0.022
C -4.600 -0.992 -1.574  0.010
C -3.332 -0.430 -1.622  -0.078
N -2.425 -0.634 -0.671  0.033
H 0.295 2.618 3.791  0.104
H 1.357 1.274 3.761  0.123
H 0.070 -2.440 3.057  0.107
H -0.261 -3.503 5.254  0.119
H -2.497 -3.489 6.312  0.125
H -4.395 -2.378 5.186  0.124
H -4.074 -1.288 3.017  0.123
H -4.163 -2.725 1.294  0.130
H -5.860 -2.342 -0.485  0.138
H -5.319 -0.775 -2.353  0.134
H -3.036 0.205 -2.446  0.125

Net charge: +3
HOMO in eV: -15.8
Relative energy (zero: lowest compared OMol25 entry of this formula, charge and spin) in kJ/mol: 36.08
Orbital gap in Ha: 0.2487
LUMO energy in eV: -9.049

C6H7ClFNO2S in the gas phase at a distorted geometry. Source: the OMol25 dataset; level of theory: ωB97M-V/def2-TZVPD.

Last column: natural (NBO) charge in e.
Geometry (Å):
C -0.509 0.898 0.426  -0.612
C 0.352 -0.118 -0.307  -0.299
C -0.126 -0.250 -1.753  0.039
C -1.011 -1.159 -2.172  -0.554
S -1.641 -1.026 -3.738  2.192
O -0.821 -0.056 -4.351  -0.915
O -3.033 -1.018 -3.851  -0.866
Cl -0.985 -2.746 -4.550  -0.228
C -1.534 -2.011 -1.024  0.646
F -2.655 -2.637 -1.316  -0.301
N -1.158 -2.030 0.168  -0.445
C 0.068 -1.399 0.549  -0.241
H 0.196 1.358 1.179  0.224
H -1.316 0.222 0.817  0.230
H -0.839 1.783 -0.102  0.223
H 1.330 0.242 -0.438  0.225
H 0.380 0.570 -2.322  0.248
H 0.788 -2.281 0.449  0.221
H -0.008 -1.119 1.603  0.213

HOMO in eV: -10.3
SMILES: C[C@@H]1C=C(S(=O)(=O)Cl)C(F)=NC1
Orbital gap in Ha: 0.3650
LUMO energy in eV: -0.375

A 10-piece molecular cluster, C33H46O30 overall at a distorted geometry. Source: the OMol25 dataset; level of theory: ωB97M-V/def2-TZVPD.

Last column: Löwdin charge in e.
Geometry (Å):
C 0.936 -1.083 5.852  -0.001
C 0.097 -0.539 4.671  -0.312
C -0.734 0.587 5.138  -0.126
O -0.606 1.486 4.090  0.065
C 0.554 1.222 3.373  -0.522
O 1.099 1.881 2.538  0.154
O 0.988 0.015 3.722  0.087
H 1.745 -1.691 5.448  0.077
H 0.410 -1.669 6.606  0.085
H 1.467 -0.294 6.384  0.087
H -0.339 -1.368 4.113  0.142
H -0.454 1.100 6.058  0.148
H -1.738 0.166 5.111  0.126
C 0.690 4.573 -0.464  0.012
C 1.178 4.252 -1.943  -0.258
C 1.360 2.772 -2.316  -0.062
O 0.409 2.640 -3.397  0.106
C -0.164 3.760 -3.705  -0.614
O -1.079 3.895 -4.510  0.128
O 0.190 4.718 -2.883  0.103
H -0.399 4.553 -0.510  0.074
H 0.979 5.581 -0.165  0.073
H 0.948 3.863 0.321  0.069
H 2.168 4.651 -2.161  0.134
H 1.109 2.235 -1.402  0.117
H 2.422 2.599 -2.490  0.133
C 5.893 -0.959 1.069  -0.007
C 5.133 -1.934 2.058  -0.265
C 3.947 -1.278 2.730  -0.094
O 2.944 -2.178 2.445  0.099
C 3.313 -3.157 1.757  -0.634
O 2.603 -3.965 1.161  0.114
O 4.559 -3.002 1.321  0.107
H 6.899 -1.217 0.739  0.074
H 6.071 0.009 1.538  0.073
H 5.351 -0.710 0.157  0.081
H 5.868 -2.312 2.768  0.149
H 3.580 -0.352 2.287  0.124
H 4.143 -1.136 3.792  0.141
O -4.471 -1.674 -7.414  0.100
C -4.228 -1.008 -6.407  -0.601
O -4.069 0.298 -6.501  0.070
C -3.718 0.850 -5.244  -0.098
C -3.353 -0.385 -4.417  -0.052
O -4.062 -1.456 -5.173  0.068
H -2.851 1.477 -5.457  0.131
H -4.516 1.443 -4.796  0.133
H -3.757 -0.372 -3.405  0.119
H -2.301 -0.669 -4.384  0.103
O 3.646 1.634 0.576  0.107
C 3.974 2.817 0.499  -0.628
O 3.557 3.722 1.256  0.107
C 4.018 4.983 0.831  -0.073
C 5.379 4.479 0.321  -0.123
O 5.158 3.149 0.008  0.091
H 3.366 5.531 0.152  0.119
H 4.121 5.602 1.722  0.139
H 6.033 4.608 1.184  0.131
H 5.942 4.907 -0.509  0.140
O -6.188 -2.374 -0.042  0.150
C -5.124 -2.766 -0.397  -0.606
O -4.715 -2.436 -1.603  0.079
C -3.351 -2.967 -1.842  -0.053
C -3.073 -3.652 -0.542  -0.156
O -4.217 -3.539 0.247  0.075
H -3.474 -3.768 -2.571  0.138
H -2.590 -2.253 -2.158  0.102
H -2.238 -3.100 -0.112  0.098
H -2.725 -4.685 -0.564  0.141
O -0.821 -3.487 -5.858  0.148
C 0.244 -2.980 -5.554  -0.505
O 0.549 -1.654 -5.868  0.045
C 1.732 -1.216 -5.264  -0.165
C 2.294 -2.504 -4.667  -0.118
O 1.283 -3.472 -4.882  0.079
H 2.520 -0.769 -5.871  0.126
H 1.559 -0.525 -4.439  0.105
H 2.490 -2.307 -3.613  0.125
H 3.197 -2.592 -5.271  0.126
O -0.553 -1.003 -2.939  0.116
C -0.082 -1.033 -1.789  -0.419
O -0.759 -1.452 -0.666  0.040
C 0.007 -1.181 0.476  -0.134
C 1.390 -0.816 -0.063  -0.104
O 1.198 -0.641 -1.449  0.038
H -0.347 -0.255 0.930  0.113
H 0.061 -2.011 1.180  0.129
H 1.987 -1.725 -0.139  0.130
H 1.826 0.065 0.409  0.109
O -1.967 -1.936 2.426  0.080
C -2.642 -2.248 3.449  -0.472
O -3.187 -1.378 4.300  0.044
C -3.919 -2.118 5.277  -0.095
C -3.148 -3.447 5.278  -0.107
O -2.685 -3.541 3.927  0.071
H -3.945 -1.604 6.238  0.137
H -4.956 -2.289 4.987  0.138
H -3.872 -4.186 5.623  0.136
H -2.248 -3.446 5.893  0.130
O -3.365 3.428 -2.018  0.160
C -3.336 2.892 -0.928  -0.445
O -3.685 1.562 -0.606  0.054
C -3.400 1.235 0.634  -0.190
C -2.671 2.506 1.123  -0.136
O -2.547 3.364 0.059  0.057
H -4.352 1.104 1.149  0.141
H -2.690 0.409 0.680  0.119
H -1.648 2.192 1.328  0.117
H -3.219 2.947 1.955  0.137

HOMO in eV: -9.2
Relative energy (zero: lowest compared OMol25 entry of this formula, charge and spin) in kJ/mol: 504.74
SMILES: C[C@H]1COC(=O)O1.C[C@H]1COC(=O)O1.C[C@H]1COC(=O)O1.O=C1OCCO1.O=C1OCCO1.O=C1OCCO1.O=C1OCCO1.O=C1OCCO1.O=C1OCCO1.O=C1OCCO1
Orbital gap in Ha: 0.3313
LUMO energy in eV: -0.226

C4H8O2 in the gas phase at a distorted geometry. Source: the OMol25 dataset; level of theory: ωB97M-V/def2-TZVPD.

Last column: natural (NBO) charge in e.
Geometry (Å):
C 2.090 0.628 -0.017  -0.692
C 1.108 -0.485 0.052  0.110
O 0.304 -0.538 1.120  -0.443
C -0.879 -0.880 0.567  0.046
C -1.488 -0.078 -0.526  -0.154
O -2.752 0.453 -0.159  -0.710
H 1.688 1.524 -0.508  0.217
H 2.999 0.335 -0.552  0.224
H 2.358 0.931 1.002  0.227
H 1.121 -1.342 -0.602  0.176
H -1.489 -1.525 1.193  0.173
H -1.690 -0.643 -1.443  0.191
H -0.747 0.698 -0.802  0.174
H -2.622 0.924 0.675  0.462

HOMO (spin up / spin down) in eV: -7.5 / -7.7
Relative energy (zero: lowest compared OMol25 entry of this formula, charge and spin) in kJ/mol: 448.02
Orbital gap (spin up / spin down) in Ha: 0.2972 / 0.3147
LUMO energy (spin up / spin down) in eV: 0.560 / 0.867

C16H10CdI2N2O5S5 as an isolated structure at a distorted geometry. Source: the OMol25 dataset; level of theory: ωB97M-V/def2-TZVPD.

Last column: natural (NBO) charge in e.
Geometry (Å):
Cd -2.165 1.340 1.602  1.526
I -1.247 1.504 6.842  0.096
C -0.034 0.658 5.339  -0.256
C 1.094 -0.059 5.685  -0.232
C 1.879 -0.611 4.701  -0.183
I 3.598 -1.706 5.308  0.061
C 1.559 -0.462 3.343  -0.143
C 2.302 -0.992 2.268  -0.132
C 1.901 -0.773 0.979  -0.251
C 0.732 -0.040 0.746  0.061
N 0.008 0.450 1.724  -0.547
C 0.388 0.276 3.001  0.155
C -0.457 0.876 4.019  0.338
O -1.491 1.551 3.746  -0.789
H 1.347 -0.178 6.728  0.227
H 3.188 -1.571 2.479  0.220
H 2.453 -1.163 0.140  0.234
H 0.388 0.138 -0.262  0.241
S -2.885 3.248 0.108  -0.684
S -4.500 2.217 -0.595  -0.094
S -5.674 1.747 1.038  -0.074
S -4.600 0.460 2.206  -0.512
N -1.460 0.657 -1.532  -0.874
C -0.581 0.231 -2.541  0.237
C 0.311 1.135 -3.117  -0.315
C 1.213 0.713 -4.078  -0.164
C 1.232 -0.607 -4.473  -0.353
C 0.371 -1.516 -3.897  -0.161
C -0.535 -1.107 -2.934  -0.315
S 2.340 -1.144 -5.798  2.402
O 1.527 -1.055 -7.014  -1.028
O 2.711 -2.515 -5.442  -1.035
O 3.461 -0.203 -5.770  -1.034
H -1.703 1.639 -1.616  0.396
H -2.290 0.078 -1.461  0.388
H 0.280 2.173 -2.808  0.201
H 1.910 1.395 -4.541  0.232
H 0.430 -2.542 -4.224  0.231
H -1.213 -1.817 -2.477  0.200
O -2.695 -1.620 1.651  -0.563
C -3.091 -0.805 0.926  0.294

Net charge: -2
HOMO in eV: -2.9
Relative energy (zero: lowest compared OMol25 entry of this formula, charge and spin) in kJ/mol: 54.16
Orbital gap in Ha: 0.2243
LUMO energy in eV: 3.184